Computed, not measured: a structure of composition C27H19FN6O4Se2Sn, with ωB97M-V/def2-TZVPD.

## Properties
Charge = +2
HOMO level (spin up / spin down) = -13.9 / -13.9 eV
LUMO (spin up / spin down) = -9.18 / -7.43 eV
Total energy = -184662.6587 eV

Each line ends with the Mulliken charge.
CARTESIAN COORDINATES (ANGSTROEM)
Sn -0.53775 0.91121 -0.27637  0.90
C -7.63568 -1.39297 1.51305  -1.34
C -7.24388 -1.38142 0.04213  -0.27
C -7.69342 -2.61184 -0.72825  -1.05
C -7.01738 -3.86351 -0.18805  -1.14
C -5.52694 -3.67486 -0.09154  1.01
C -4.68026 -4.75736 -0.06945  -0.64
C -3.29770 -4.57796 -0.00783  -0.04
F -2.52194 -5.66322 0.00863  -0.34
C -2.72281 -3.34176 0.01782  -1.14
C -3.56018 -2.21524 -0.00027  0.59
C -2.98301 -0.89101 0.00816  1.94
O -1.68865 -0.80911 0.06778  -0.83
C -3.85740 0.20129 -0.06560  0.11
C -5.22346 -0.04889 -0.09529  -0.76
N -5.76094 -1.25305 -0.07057  0.11
C -4.95456 -2.38352 -0.04544  -0.41
C -3.48733 1.66093 -0.11597  0.42
O -4.32977 2.49242 -0.31489  -0.63
O -2.21284 1.97030 0.10432  -0.71
H -8.71486 -1.51290 1.60276  0.39
H -7.35860 -0.45611 1.99661  0.39
H -7.15414 -2.21021 2.05098  0.38
H -7.64531 -0.48898 -0.43702  0.51
H -7.45822 -2.48316 -1.78699  0.36
H -8.77642 -2.69438 -0.64615  0.43
H -7.22709 -4.71635 -0.83306  0.51
H -7.41522 -4.11948 0.79701  0.38
H -5.07442 -5.76491 -0.11569  0.57
H -1.65009 -3.22724 0.04075  0.65
H -5.90156 0.79470 -0.13489  0.61
Se 3.19438 0.27009 1.72027  0.24
Se 1.49882 -1.22476 1.74106  0.16
C 0.30926 -0.17779 2.85289  0.25
C 0.15720 -0.49235 4.18597  -0.41
C -0.74160 0.27455 4.92414  -0.27
C -1.42417 1.29957 4.29623  -0.85
C -1.20804 1.52858 2.94357  -0.33
N -0.35337 0.79454 2.22659  0.01
C 4.11882 -0.50038 0.21743  0.67
C 5.50054 -0.55418 0.24689  -0.56
C 6.11258 -1.07077 -0.89034  -0.36
C 5.32053 -1.47962 -1.94878  -0.59
C 3.93364 -1.37270 -1.85212  -0.24
N 3.33097 -0.88940 -0.76972  -0.19
H 0.72067 -1.29578 4.63912  0.44
H -0.89334 0.06899 5.97522  0.45
H -2.12458 1.92077 4.83612  0.47
H -1.73104 2.31156 2.40870  0.57
H 6.07336 -0.21617 1.09951  0.38
H 7.19001 -1.14870 -0.93921  0.43
H 5.76296 -1.88051 -2.84987  0.41
H 3.28775 -1.67125 -2.66686  0.43
O -1.95602 0.42603 -2.74533  -0.16
N -2.12246 -0.08454 -3.82333  0.01
C -1.29078 -0.66220 -4.62482  0.47
C 0.07170 -0.80210 -4.19200  0.31
N 1.13285 -0.86806 -3.76065  -0.31
C -1.75960 -1.18078 -5.87038  -0.09
N -2.12876 -1.61685 -6.86480  -0.27

Computed, not measured: a structure of composition C27H19N5O2ReS4, with ωB97M-V/def2-TZVPD.

## Properties
HOMO level (spin up / spin down) = -7.3 / -7.6 eV
Multiplicity = 4
LUMO (spin up / spin down) = -1.01 / -1.51 eV
<S²> = 3.8428
Total energy = -85326.1709 eV

Each line ends with the Mulliken charge.
CARTESIAN COORDINATES (ANGSTROEM)
Re -0.82985 -0.79478 -0.24971  0.09
C 0.51662 4.07452 -2.57522  -0.48
C -0.80989 3.71390 -2.38086  -0.91
C -1.13736 2.76201 -1.43099  0.21
C -0.13991 2.15965 -0.66375  -1.49
C 1.18671 2.53095 -0.85291  0.40
C 1.50865 3.48493 -1.80881  -0.93
N -0.53113 1.15917 0.27549  0.47
C -0.91032 1.52645 1.53493  0.72
C -0.63419 2.75186 2.16159  -0.72
C -1.14479 2.99445 3.41676  -0.79
C -1.94224 2.04768 4.07492  -0.53
C -2.21780 0.83648 3.48411  -0.79
C -1.66978 0.56006 2.22980  0.48
N -1.89453 -0.56452 1.46375  1.26
N -2.91389 -1.34548 1.76609  -1.28
C -3.25159 -2.08465 0.71380  0.61
C -4.29336 -3.03465 0.75599  -0.74
C -4.62492 -3.70677 -0.38379  -0.20
C -3.93307 -3.43961 -1.58237  -0.83
C -2.92477 -2.52095 -1.58051  -0.38
N -2.56938 -1.84197 -0.45958  0.21
H 0.77067 4.81303 -3.32417  0.42
H -1.59300 4.16235 -2.97851  0.40
H -2.16535 2.45867 -1.27473  0.42
H 1.96379 2.08127 -0.24647  0.49
H 2.54435 3.76385 -1.95656  0.43
H -0.03578 3.49117 1.64556  0.49
H -0.93003 3.93711 3.90378  0.40
H -2.35164 2.27725 5.04959  0.40
H -2.83973 0.09088 3.95956  0.48
H -4.79577 -3.19406 1.69825  0.49
H -5.42025 -4.43994 -0.36648  0.40
H -4.18127 -3.95193 -2.49968  0.44
H -2.36451 -2.29096 -2.47472  0.59
O 0.59938 -0.26476 -4.09517  -0.70
C 0.43463 -0.50136 -2.92132  0.03
O -0.68988 -0.78183 -2.33524  -0.47
C 1.61144 -0.48623 -1.96716  0.79
C 2.92075 -0.40643 -2.45544  -0.87
C 3.95279 -0.42640 -1.56342  -1.07
C 3.67434 -0.46681 -0.17895  1.12
C 4.69037 -0.48580 0.80216  -0.92
C 4.37687 -0.49531 2.13108  -0.68
C 3.02885 -0.45717 2.53898  -0.82
C 2.02196 -0.44733 1.61639  -0.27
C 2.32200 -0.49271 0.23866  -0.10
N 1.31650 -0.54962 -0.68350  1.15
H 3.04427 -0.34086 -3.52675  0.63
H 4.98271 -0.39891 -1.89792  0.45
H 5.72321 -0.48448 0.47516  0.42
H 5.16029 -0.51985 2.87672  0.40
H 2.78540 -0.44624 3.59309  0.48
H 0.98515 -0.42639 1.92946  0.43
S -0.20226 -3.18633 0.46586  -0.01
S 1.69631 -3.69268 0.30384  -0.13
S 1.90640 -4.48589 -1.75749  0.01
S 0.21784 -4.22405 -2.63324  -0.09

Computed, not measured: a structure of composition C27H20BCl3F4GeN9O5Pd, with ωB97M-V/def2-TZVPD.

## Properties
HOMO level (spin up / spin down) = -9.2 / -9.2 eV
Multiplicity = 2
LUMO (spin up / spin down) = -1.12 / -1.76 eV
<S²> = 0.7600
Total energy = -161087.3866 eV

Each line ends with the Mulliken charge.
CARTESIAN COORDINATES (ANGSTROEM)
Pd 0.20846 -1.72490 -2.06259  0.68
C 5.02913 0.60116 -1.58507  -1.24
N 4.00726 -0.42632 -1.49227  0.93
C 2.91848 -0.52896 -2.23421  -0.28
N 2.19743 -1.54966 -1.79398  -0.04
C 2.92401 -2.05361 -0.75357  -0.69
N 4.03567 -1.39670 -0.54990  -0.95
C 4.64226 1.95944 -1.02789  0.96
C 5.67341 2.75154 -0.53825  -0.94
C 5.43012 4.04361 -0.09823  -0.74
C 4.14713 4.55456 -0.12879  -1.02
C 3.10129 3.76502 -0.60253  -0.10
C 3.34823 2.47143 -1.05699  0.37
C 1.75423 4.34379 -0.55254  0.49
N 1.44501 5.56064 -0.26863  -0.43
N 0.06205 5.62157 -0.22081  -0.62
C -0.36885 4.43914 -0.48219  0.06
O 0.65135 3.56715 -0.72887  -0.05
C -1.75429 3.95940 -0.39211  0.57
C -2.56782 4.55438 0.57069  -0.90
C -3.84975 4.08313 0.77658  -0.84
C -4.32629 3.01685 0.02743  -0.83
C -3.53833 2.43488 -0.95603  1.44
C -4.13035 1.33169 -1.80749  -1.51
N -3.45098 0.04138 -1.69380  1.01
C -2.26589 -0.25752 -2.27056  -0.22
N -1.83183 -1.42539 -1.93464  -0.27
C -2.90566 -1.99902 -1.11135  -0.18
N -3.88453 -0.93968 -0.90862  -0.97
C -2.24721 2.91656 -1.16972  0.04
H 5.29509 0.69861 -2.63933  0.32
H 5.89748 0.21393 -1.05785  0.46
H 2.66495 0.11479 -3.05707  0.70
H 2.60554 -2.90010 -0.16938  0.50
H 6.68016 2.35244 -0.49885  0.43
H 6.24312 4.64642 0.28306  0.40
H 3.93316 5.55323 0.22529  0.53
H 2.51821 1.87163 -1.40981  0.65
H -2.16807 5.36258 1.16705  0.50
H -4.47402 4.53104 1.53748  0.41
H -5.32494 2.63686 0.20550  0.38
H -4.10288 1.60541 -2.86319  0.38
H -5.16671 1.15300 -1.53236  0.41
H -1.74893 0.42343 -2.92702  0.45
H -3.35348 -2.84005 -1.64916  0.44
H -1.61388 2.49040 -1.93947  0.38
O -2.56843 -2.60007 0.13535  -0.27
C -1.65735 -2.11184 0.95222  0.34
O -1.01315 -1.10716 0.70340  0.01
C -1.44723 -2.92330 2.16255  0.59
C -0.56823 -2.44231 3.12989  -0.59
C -0.32875 -3.18787 4.27238  -0.81
C -0.95793 -4.41021 4.44822  -0.49
C -1.82480 -4.86242 3.46817  -0.50
C -2.08638 -4.14806 2.31925  -0.05
N -2.49963 -6.16274 3.66050  1.06
O -3.29946 -6.50736 2.81796  -0.60
O -2.20414 -6.80316 4.64825  -0.63
H -0.07645 -1.48987 2.97855  0.43
H 0.35185 -2.81782 5.02604  0.44
H -0.78889 -5.01696 5.32544  0.53
H -2.75025 -4.54523 1.56672  0.71
Cl 0.34561 -0.31922 -3.84677  -0.52
Ge -0.13985 0.83317 0.55112  0.74
Cl 1.79630 0.15829 1.45764  -0.40
Cl -1.15465 1.46603 2.44234  -0.41
F 0.74811 -4.62305 -2.20942  -0.39
B 0.10774 -4.63185 -0.99385  0.42
F 0.14559 -3.14661 -0.55152  -0.05
F 0.76505 -5.29562 -0.00113  -0.29
F -1.23325 -4.93398 -1.09122  -0.36

For the records above, the corresponding strongest force on any atom values read 0.21; 1.09; 0.42 eV/Å.
For the records above, the corresponding ΔE to the lowest compared entry with this formula, charge and spin values read 54.1; 85.3; 167.6 kJ/mol.